Entry from OMol25: a 11-piece molecular cluster, C66H144F10N11O20S10 overall (ωB97M-V/def2-TZVPD).

```
261
Properties=species:S:1:pos:R:3:forces:R:3
F -5.2664 2.5308 1.4211 1.66 0.17 -0.78
C 5.0201 4.7155 -0.0756 -1.45 -0.06 0.24
H 4.2419 3.4539 2.8236 -0.11 -0.19 -0.74
H -4.1559 -8.9897 9.6116 0.08 0.53 0.01
H -0.5003 1.6322 3.3920 0.35 -0.15 0.17
H -2.5840 -0.5702 -2.7896 0.24 -0.23 -0.43
S -6.0523 1.2856 2.0185 -0.80 6.59 0.65
H 1.7504 -5.1153 4.7660 -0.16 -0.31 0.11
H -0.2932 -4.5054 -2.1895 -0.60 -0.19 -0.55
H -5.8207 5.5543 -4.4998 -0.03 -0.04 -0.06
H 9.0611 1.2090 2.6300 0.39 -0.01 -0.17
H -1.2270 -2.2515 3.2991 0.26 0.26 0.36
C -2.7765 2.9428 -1.8168 -0.33 -0.27 0.92
H -2.6601 -0.5206 3.0274 -0.22 0.12 0.21
H -5.3104 -5.8203 2.6613 -0.39 0.13 0.29
O -4.9634 -6.5429 -2.1334 3.27 1.91 1.23
H -6.3210 6.3426 -2.9925 0.50 -0.19 0.16
H -1.2575 -6.9460 3.0398 -0.07 0.22 -0.06
H -1.8794 -3.1200 -5.5465 0.37 0.30 -0.20
H -1.5463 2.4242 5.2393 -0.39 -0.14 0.27
O -5.4590 1.1868 3.3299 -0.33 -1.49 -1.63
H -5.7351 3.8824 -1.7124 0.08 0.31 -0.32
H 0.5117 9.9278 -7.1381 -0.07 -0.02 0.04
C 5.0099 7.1792 -3.2979 -0.42 -0.55 0.38
C -1.9017 0.1782 2.6743 0.68 -1.00 0.17
H 0.9207 -0.3058 -1.6316 -0.33 -0.38 0.21
C -0.2578 -2.4052 -4.1885 1.42 -0.01 0.21
H 7.9124 8.5490 -4.9209 -0.38 0.57 0.25
C -0.4338 -5.5666 4.5766 0.04 -0.26 -0.41
H -1.2008 1.3622 0.2725 0.06 -0.45 -0.89
N -2.7763 -6.7694 4.5648 0.28 -0.94 0.32
C 7.8330 2.7205 1.9093 -1.98 1.08 0.07
F -3.9940 -4.7442 -3.2887 1.34 -0.49 0.40
C 7.0062 7.9455 -4.8691 0.60 -1.72 0.51
C -6.6538 5.7081 -3.8140 0.11 0.23 0.43
C -3.5334 -8.0611 4.0934 -0.16 1.39 0.81
C 1.0855 -3.1526 -4.3268 -0.81 -1.69 0.48
O -2.8716 -4.1779 8.5841 -1.75 1.50 -1.63
H -7.9791 4.8050 -2.4908 -0.15 -0.24 0.14
H 6.2828 8.2306 -5.6329 0.20 0.04 0.02
H 5.1031 4.2763 -1.0697 0.45 -1.30 0.36
O -1.8396 -6.1865 0.2471 -0.45 -0.16 -0.04
C -0.1325 1.2422 0.4523 0.55 1.77 1.15
O -7.3412 1.9469 1.9340 0.32 -2.58 -0.16
O 0.3036 7.5936 1.8768 -1.70 -2.12 0.68
H 0.4704 -3.0396 0.8370 0.22 1.08 -0.04
C 6.3885 7.8309 -3.4747 -1.13 1.65 -0.18
H -4.6450 2.2054 -0.7492 -0.49 0.29 -0.67
H 8.4012 -0.6231 0.9302 -0.18 0.10 0.16
H -1.1576 -7.2404 6.9100 0.15 -0.30 0.52
S -2.2514 -7.0122 -0.8530 3.58 -6.81 4.44
S -3.8008 -5.6405 -1.9110 -6.12 0.73 -3.66
F -1.5836 8.5405 2.7939 -0.47 -0.19 0.38
H 2.3559 8.8057 -6.2003 0.31 0.13 0.81
O 2.8458 -1.9184 1.5140 0.49 0.47 0.77
F 2.7988 1.7540 3.4583 -0.42 -0.31 0.05
H 9.1677 6.4832 -2.5618 -0.41 -0.43 0.06
H 0.6829 2.6513 -0.8780 -0.02 0.02 -0.42
H -0.8621 -4.6796 4.1098 -0.25 0.12 0.39
H 6.3145 4.7011 3.0134 -0.22 -0.33 -0.14
N -0.9909 -0.7412 1.8151 0.27 0.17 -1.24
H 1.9160 5.7430 -5.6262 0.24 0.00 0.07
C 1.6781 -4.7410 -1.6759 0.74 -0.70 0.74
C 3.8774 7.7137 -4.1394 -0.94 0.32 -0.43
C 8.2702 0.4490 0.7837 -0.05 0.21 -0.78
H 7.3700 0.6371 0.1986 -0.04 -0.48 -0.24
C -4.6853 -1.0001 -2.5912 -0.27 0.58 -0.61
C -2.3324 3.7350 -0.5520 -1.35 -1.08 0.60
H 1.6667 7.5436 -2.0560 -0.21 -0.27 0.38
H 7.4849 0.7168 2.7535 -0.70 0.29 -0.27
H 1.7856 -3.6733 -1.4843 -0.08 0.13 -0.39
C 5.6159 5.0143 2.2375 0.35 0.36 -0.80
H 0.0098 2.0730 1.1435 -0.10 0.14 0.42
O -5.0779 -1.5500 2.3481 0.05 0.97 -0.23
H 4.1934 7.6414 -5.1801 -0.66 -0.46 -0.21
H -0.4220 -2.1838 -3.1339 0.08 0.69 -0.21
H -2.9735 -5.7393 2.8452 -0.33 0.69 -0.24
H -3.3684 -4.6986 4.3229 0.25 -0.05 -0.26
H -2.7928 -6.7657 8.9320 -0.35 -0.06 0.26
H 5.0774 6.1019 -3.4492 -0.03 -0.27 0.12
H 0.2980 -6.7907 -5.7761 -0.23 -0.02 0.24
H 6.1922 8.8646 -3.1900 0.31 0.24 0.57
H -0.2425 -4.0414 1.8831 -0.46 -0.01 0.67
H -4.3216 0.9200 -4.9053 -0.37 -0.56 0.12
H 5.6277 6.1028 2.2932 -0.32 0.09 -0.32
H 1.0934 0.9013 -2.7686 -0.18 0.48 -0.18
H 7.2096 5.2537 -1.8105 -0.57 0.08 0.11
C 3.7503 4.3475 0.8079 0.98 -1.25 -2.56
H -2.1321 -3.5831 -3.9433 0.13 0.81 0.49
C -7.2673 4.4279 -3.2251 -0.34 1.49 -0.05
N -5.5999 0.2520 0.7326 1.12 8.95 -0.43
C -4.9981 -7.5839 3.8934 -0.16 -0.74 -1.32
C 2.3936 5.6067 -4.6559 0.84 2.01 -0.32
H 0.0152 5.8951 -2.8682 -0.17 -0.74 0.21
C -3.4766 -0.6048 -3.4142 0.57 2.08 -1.12
H 6.9216 2.7404 -0.0312 0.01 0.70 -0.38
C -3.7694 0.8825 -3.9663 0.41 0.11 0.92
H -3.0808 4.4402 -0.1905 0.22 0.71 -0.67
H -0.1081 -1.5585 -4.8584 -0.64 0.48 0.58
N 2.8268 -0.6406 3.6859 1.92 4.11 -0.32
S -3.6210 -2.5113 6.5274 -0.29 1.91 -3.18
C 1.1750 -6.8999 -5.1381 -0.75 -0.53 0.12
H 1.0656 -9.5920 -5.2585 0.19 0.19 0.18
H -3.0646 -8.4259 3.1795 -0.08 0.12 0.03
H -2.5193 -3.3294 1.3197 -0.07 0.03 -0.09
H -0.6302 8.9031 -6.2606 -0.23 0.32 0.02
H 4.9490 5.7351 -0.4545 -0.01 0.58 0.89
H -6.2654 0.2115 -3.5185 0.25 0.04 -0.21
H 9.1153 0.7910 0.1863 0.11 0.09 -0.10
F -4.8816 -5.2775 8.7280 -0.71 -0.80 -0.70
H -7.8757 3.8977 -3.9578 0.12 -0.13 -0.15
O 0.7318 4.7622 2.6886 -1.93 1.02 1.09
C 0.5179 -5.0859 -2.6291 0.19 1.54 1.32
H -6.1305 0.4368 -1.7981 -0.02 -0.03 0.06
S -5.9996 -0.9324 1.4190 -3.14 -12.81 4.07
O -3.3002 -1.4203 7.4552 -0.81 -2.54 -1.70
H -2.3864 0.8157 1.9349 0.08 0.44 0.40
H -2.8088 -5.6339 6.3233 -0.11 -0.04 0.45
H -2.9821 1.8513 4.3179 -0.04 0.30 0.28
C 1.4002 8.3912 -5.8796 -0.37 0.51 0.20
H -4.5290 -8.2475 7.9919 -0.77 -0.01 0.52
C -6.3414 3.4648 -2.5162 -0.04 -1.21 -1.19
H 2.3707 3.9561 -3.3001 0.32 -0.10 -0.02
O -2.0008 6.6684 1.3844 2.70 -0.19 2.57
H 1.3233 7.5329 -6.5471 -0.50 -0.15 0.17
C 1.6869 4.6643 -3.7681 -1.62 -0.59 0.23
O 4.9268 1.0374 4.0730 -0.56 -1.50 -0.39
H 2.9556 5.0016 0.4492 -0.01 0.53 0.97
H -5.1512 -1.8561 -3.0793 -0.39 0.16 0.19
O -2.5519 -3.0386 5.6600 -1.39 0.13 1.83
H 1.4345 -3.1213 -5.3590 -0.05 -0.03 0.04
H 6.9869 7.3645 -2.6921 0.41 0.21 -0.47
N -1.0124 6.5607 3.7742 1.16 -5.45 3.21
H -2.9636 1.5831 -4.1849 0.58 -0.42 0.48
H 1.8754 1.4946 -0.3789 0.00 -0.24 0.12
H 3.3008 3.3700 0.6330 0.51 -0.32 -0.53
H -3.0109 3.6566 -2.6065 0.03 -0.16 -0.21
H 9.9050 6.1046 -0.9955 0.23 0.50 -0.09
H 1.4925 8.8223 -3.7151 -0.39 0.44 -0.34
H 0.8723 -7.3816 -4.2083 -0.02 -0.37 -0.13
C -2.1777 -7.5980 7.0501 -0.44 -0.53 -0.40
H -0.3072 -4.8330 -5.8389 -0.73 -0.39 -0.17
C 1.9997 6.6081 -2.5055 0.73 1.02 -0.54
O -4.9505 -3.0768 9.4050 0.86 0.33 -1.28
H 3.0491 -7.8747 -5.3566 0.15 -0.11 -0.05
H 2.1587 -9.8707 -6.6035 -0.22 0.08 -0.25
C -5.5458 0.2623 -2.7013 -1.54 0.63 1.60
H 1.6341 -6.5030 -0.5440 0.21 -0.25 0.92
H -0.5572 0.0990 4.3637 0.34 0.11 -0.13
C 1.2721 8.0003 -4.3961 2.82 -0.29 -0.52
C 7.9567 5.3277 -1.0203 -0.52 -1.34 -1.69
H -2.4102 3.0769 0.3135 0.58 -0.40 0.08
H 2.0134 -5.1166 -5.7862 -0.26 0.55 0.09
H 8.4338 4.3524 -1.1166 -0.03 -0.22 0.63
H 7.9708 5.6809 1.1618 0.57 -0.32 -0.19
C 1.5784 -5.4594 -0.2345 -0.91 0.41 -2.59
H -3.5675 0.9790 -1.2463 0.21 0.06 0.18
H 3.7442 8.7865 -4.0001 -0.23 0.03 0.37
C 1.4400 -9.1640 -6.1885 0.91 1.58 0.17
C 0.9895 5.4540 -2.6575 1.65 1.42 -0.15
H 6.8364 6.5871 0.3299 -0.42 -0.05 -0.32
H -3.5219 -9.5860 8.0949 0.17 -0.45 0.18
H -0.5062 -5.4787 5.6606 -0.01 0.16 -0.05
H 0.3042 7.5870 -4.1123 0.25 -0.31 -0.26
H -4.6993 3.3273 -3.9915 -0.26 0.04 -0.26
C -0.3945 -3.0321 1.5003 0.00 -1.40 -0.25
H -5.5656 -5.5173 4.4374 -0.25 -0.13 -0.25
H 0.5738 -5.2769 0.1470 0.04 -0.13 0.17
C -1.2469 -6.7852 4.1178 -1.37 -0.57 1.23
H 0.5613 -9.0252 -6.8183 0.19 -0.14 -0.28
S -0.9895 7.0946 2.4159 -0.95 8.28 -9.78
C 0.2126 0.0106 1.2121 -0.19 -1.54 0.64
F -4.5740 -1.8797 5.4104 0.42 0.06 0.73
H -3.4738 -8.8006 4.8919 0.30 0.01 -0.19
H -0.5369 0.5787 -2.1237 -0.06 0.20 0.10
H 7.4218 6.9584 -5.0718 -0.32 -0.26 -0.70
H 4.7607 7.3802 -2.2560 -0.04 -0.32 0.22
H -1.7175 -3.3884 -0.2550 0.11 -0.13 0.16
F -5.7936 -1.8663 0.1735 0.01 -1.10 -1.46
N -2.3428 -6.3788 -2.1978 -2.86 3.90 -2.68
H 8.5862 7.3000 -1.0909 0.55 0.50 -0.23
H 0.2379 10.2054 -5.4129 0.07 -0.06 0.02
C -3.4955 -5.6451 3.7974 -0.66 -1.32 0.60
C -3.0214 -6.6889 6.1503 0.01 1.22 -1.24
H -4.1013 -6.8304 6.1933 0.05 -0.04 0.33
H 2.6025 -5.5241 -4.1986 0.02 -0.46 -0.03
C 0.8343 1.5888 -0.6877 -1.42 -0.37 -0.24
C -3.9635 1.9451 -1.5591 0.98 -0.55 -1.50
N -4.6837 1.5161 -2.9304 -0.36 -0.48 0.46
S -4.3005 -3.8256 8.3516 1.20 -3.69 9.68
C -5.0199 -6.0793 3.6795 2.26 0.94 0.39
H -0.9197 -7.7153 4.5825 0.46 0.07 -0.02
H 7.4631 3.0874 2.8667 0.73 -0.08 0.41
H -1.5793 -1.0813 -0.4237 0.95 0.59 0.40
H -1.2891 -5.5401 -4.4280 0.29 -0.11 -0.29
C -0.6881 -4.7214 -4.8237 2.06 0.27 0.00
O -3.8964 -4.5780 -0.9357 0.92 -1.46 -0.49
C 0.5183 0.6789 -1.8698 1.27 -0.30 -0.37
C 7.2913 5.5967 0.3137 -0.01 -0.09 1.81
H -5.3409 -8.0071 2.9492 0.06 -0.31 -0.03
C 4.2311 4.3642 2.2241 -0.48 1.63 1.37
C -2.6317 -7.7749 8.5529 2.16 2.09 -0.47
H 0.2499 -6.1396 -2.5514 0.06 0.10 -0.50
C 8.9722 6.3646 -1.4960 -0.01 0.27 1.72
C 2.1375 -7.7257 -5.9353 -0.39 -2.43 0.35
C 1.7236 -5.5760 -4.8411 -0.30 2.24 1.11
F -0.7967 -7.7889 -1.2298 -1.08 0.54 0.42
N 2.4484 7.0417 -3.9555 -0.52 -1.91 0.40
O -1.6115 4.0723 3.1519 1.13 1.50 -0.41
F -0.2092 4.6326 4.9866 0.22 0.52 -1.69
C 0.3159 9.4388 -6.1838 -0.04 -0.65 -0.34
H -5.7503 -7.9438 4.5953 0.51 0.09 0.50
H -2.8923 -1.0989 0.6893 0.04 0.22 0.52
C 1.0487 -5.6226 4.1039 -0.76 -0.14 -0.65
C 6.6505 3.0966 0.9626 0.30 -0.05 -1.27
H -2.2771 -8.6117 6.6619 0.48 -0.21 -0.35
C -1.3237 -3.3694 -4.6426 -1.43 -1.01 -0.04
H -3.3873 -1.2065 -4.3187 0.52 -0.24 0.33
H -1.3204 4.1387 -0.5836 -0.28 0.15 -0.20
H 1.9325 -2.9325 -3.6769 -0.35 0.34 0.13
C -1.1307 0.8661 3.8435 -0.85 -0.12 -1.09
H -1.8081 -8.1764 9.1433 0.39 0.07 -0.28
H -1.9381 2.3027 -2.0916 0.11 0.28 -0.48
H -7.0457 2.7835 -2.0388 0.32 -0.46 0.18
N 6.1984 4.6231 0.8481 1.09 -0.82 -0.80
C -3.7670 -8.6761 8.6428 -1.68 -1.12 -1.28
O 4.1477 0.8799 1.7829 -0.27 -1.34 -0.34
H 1.1366 4.9428 -1.7061 -1.03 -0.25 0.06
H -7.3808 6.3769 -4.2747 -0.24 -0.46 -0.40
C -1.8443 -1.3817 0.5900 -0.51 -0.74 1.22
H -4.4844 -1.3157 -1.5674 0.13 0.33 -0.10
S 3.8845 0.6160 3.1687 -0.86 3.88 2.47
F 2.8710 -2.9651 3.6135 0.01 -0.02 0.18
N 0.6834 -4.6326 -4.0823 0.36 -1.09 -1.17
H 5.7081 2.5679 1.1059 0.10 -0.02 0.79
H 0.8910 0.2207 2.0389 -0.12 0.02 0.04
H 1.0086 4.0993 -4.4074 -0.24 -0.30 0.30
H 3.4372 4.9814 2.6449 0.52 0.28 1.06
H -2.3420 0.8210 5.6136 -0.11 0.32 0.20
H 0.5725 -1.9394 2.9737 -0.39 1.18 0.44
S 3.4525 -1.7113 2.8196 3.19 -6.26 -2.44
C -2.0793 1.5557 4.8525 0.30 -0.72 -0.86
H 1.1185 -5.1122 3.1433 0.05 0.18 -0.02
H 2.5766 -5.1229 -2.1607 0.45 0.28 0.28
N -4.8747 -3.6867 6.9831 2.62 2.85 -4.05
H 3.4266 5.2686 -4.7384 0.30 0.20 -0.44
O -7.4032 -1.1533 1.7522 1.46 1.27 -0.32
O 4.9388 -1.8982 2.9066 -3.55 0.97 -0.26
C -1.6961 -2.9245 0.7311 0.05 1.28 0.24
C -5.4831 2.6905 -3.5814 0.60 -0.67 2.22
H 1.3508 -6.6378 3.8463 0.26 -0.15 0.54
O -3.1685 -8.1296 -0.6505 1.41 1.97 0.39
H -6.0654 2.1802 -4.3486 -0.14 0.46 -0.06
C -0.4495 -1.9550 2.5951 -0.45 -1.18 -2.03
H 0.7140 -0.7471 0.6100 0.04 0.05 -0.10
S -0.5251 5.0010 3.4057 0.11 -3.51 3.42
H 2.4228 -7.2200 -6.8578 -0.15 -0.15 -0.16
H 2.8459 6.2184 -1.9396 0.28 0.20 -0.34
C 8.1384 1.2329 2.0502 0.44 -0.20 1.25
H 2.3204 -5.1123 0.4846 0.11 -0.15 -0.36
H 8.7286 3.2658 1.6117 -0.01 0.10 -0.04
```
Positions in Å, forces in eV/Å.

Summary:
**Kohn-Sham gap (alpha / beta)**: 2.4329 / 7.9542 eV
**Calculated total energy**: -263626.149 eV
**Spin multiplicity**: 2
**LUMO level (alpha / beta)**: -0.63 / -0.62 eV
**Expectation value of S²**: 0.75